Record 1
{
  "formula": "C2H8N2OSi",
  "method": "ωB97M-V/def2-TZVPD",
  "gap_ev": 10.04,
  "e_tot_ev": -15110.775,
  "smiles": "C=C[Si](N)(N)O",
  "total_charge": 0,
  "elements": ["C", "C", "Si", "N", "N", "O", "H", "H", "H", "H", "H", "H", "H", "H"],
  "positions_angstrom": [[-2.487794, 0.513462, 0.009515], [-1.312686, 0.296341, -0.578227], [0.562595, -0.013775, -0.057951], [1.183864, 0.509146, 1.492876], [0.733075, -1.793590, -0.021521], [1.450273, 0.826221, -1.162667], [-3.473817, 0.506188, -0.366704], [-2.655060, 0.637599, 1.102838], [-1.367757, 0.169280, -1.617626], [2.161302, 0.102181, 1.728916], [0.997252, 1.534430, 1.633801], [1.683441, -2.040057, -0.203484], [0.180125, -2.142337, -0.776691], [2.345191, 0.894915, -1.183069]],
  "atomic_forces_ev_per_a": [[0.7392, -0.1446, 2.6323], [1.0787, 0.0633, 1.3812], [-0.7299, -0.5085, 1.2345], [0.5224, 0.0076, -0.0488], [-0.3409, 2.1583, -0.0100], [-4.3871, -0.4483, -0.8266], [-0.6352, 0.0323, -1.6251], [0.9723, -0.0335, -0.5090], [-0.0733, -0.1718, -1.6780], [-2.4169, 1.5491, -0.2944], [1.1132, -1.5561, 0.1779], [0.6974, -0.5033, -0.0818], [-0.3613, -0.6610, -0.4889], [3.8214, 0.2165, 0.1365]],
  "lowdin_charge": [-0.0681, -0.1841, 0.3055, -0.0991, -0.0543, -0.1170, 0.0292, 0.0581, 0.0218, 0.0691, 0.0417, 0.0044, 0.0014, -0.0086]
}

Record 2
{
  "formula": "C2H8N2P2",
  "method": "ωB97M-V/def2-TZVPD",
  "gap_ev": [7.16, 7.43],
  "spin_multiplicity": 3,
  "e_tot_ev": -23757.671,
  "total_charge": 0,
  "s2": 2.015,
  "elements": ["C", "C", "N", "N", "P", "P", "H", "H", "H", "H", "H", "H", "H", "H"],
  "positions_angstrom": [[-1.933036, 0.677906, 0.644758], [1.262824, 1.033845, -1.056623], [1.245270, -1.589202, -0.145534], [-0.843316, -0.179305, 0.215048], [0.163080, -0.991421, 1.164168], [1.488729, -0.687402, -1.505278], [-1.621714, 0.922371, 1.629425], [-1.886925, 1.492999, -0.108682], [-2.874941, 0.200454, 0.721753], [0.264025, 1.534803, -1.246632], [2.068507, 1.398201, -1.743212], [1.553466, 1.242381, -0.052296], [1.625514, -2.615782, -0.025994], [-0.511483, -2.439848, 1.509099]],
  "atomic_forces_ev_per_a": [[2.2476, 0.1192, -1.2352], [-0.0345, 1.0826, -1.2105], [-0.3143, -2.6358, 3.4139], [-0.8491, -0.6701, 0.1075], [0.1022, -2.9215, -1.1062], [0.4301, -0.7699, -2.1077], [-0.3741, 1.3255, 1.0473], [-0.7626, -0.0600, 0.9680], [-1.0279, -0.5926, -0.2965], [1.2398, -0.7465, -0.0360], [-0.7785, 0.6085, 0.5280], [0.3264, 0.2887, 0.8190], [-1.0123, 3.0507, -0.5845], [0.8072, 1.9213, -0.3070]],
  "lowdin_charge": [-0.1859, -0.4735, -0.6381, -0.3684, 0.7240, 0.6750, 0.0414, 0.0783, 0.0611, 0.0352, 0.0068, -0.0047, 0.0709, -0.0221]
}

Record 3
{
  "formula": "C2H8N2S",
  "method": "ωB97M-V/def2-TZVPD",
  "gap_ev": 9.73,
  "e_tot_ev": -16018.678,
  "smiles": "[H]/N=C/NC.S",
  "total_charge": 0,
  "elements": ["H", "N", "C", "N", "C", "H", "H", "H", "H", "H", "S", "H", "H"],
  "positions_angstrom": [[-1.776882, -1.276020, 2.946775], [-1.806887, -0.989270, 1.973730], [-0.864517, -0.166578, 1.751888], [-0.694326, 0.453147, 0.539906], [0.615719, 0.961790, 0.171526], [-0.141152, 0.152327, 2.504370], [-1.244694, 0.020111, -0.190025], [0.529679, 1.728523, -0.598314], [1.069811, 1.414101, 1.053646], [1.294376, 0.182390, -0.176897], [1.114424, -1.268177, -2.907373], [0.611279, -0.030979, -2.838451], [1.293165, -1.181368, -4.230784]],
  "atomic_forces_ev_per_a": [[-0.0931, -0.0598, -0.0273], [0.1060, 0.0218, 0.0466], [-0.1092, 0.0958, -0.1155], [0.0620, -0.1743, 0.0291], [-0.1000, -0.0347, 0.1587], [0.0822, 0.0508, 0.0400], [0.0294, 0.1059, -0.0064], [-0.0357, -0.0132, 0.0462], [-0.0129, 0.0843, -0.0616], [0.0745, -0.0832, -0.1018], [0.0090, -0.0370, 0.0272], [-0.0063, 0.0425, -0.0229], [-0.0058, 0.0012, -0.0124]],
  "lowdin_charge": [0.0266, 0.0575, -0.3570, -0.0703, -0.1211, 0.1180, 0.1208, 0.0764, 0.0774, 0.0543, 0.4725, -0.2324, -0.2227]
}

Record 4
{
  "formula": "C2H8N2S",
  "method": "ωB97M-V/def2-TZVPD",
  "gap_ev": 9.62,
  "e_tot_ev": -16017.925,
  "smiles": "[H]/N=C/N.CS",
  "total_charge": 0,
  "elements": ["H", "N", "C", "N", "H", "H", "H", "C", "S", "H", "H", "H", "H"],
  "positions_angstrom": [[-1.544036, 2.105907, -4.466122], [-1.355712, 1.488568, -3.684085], [-2.417026, 1.145227, -3.050729], [-2.437036, 0.824245, -1.736010], [-3.192614, 0.645554, -3.667857], [-1.747083, 1.291117, -1.177606], [-3.130730, 0.154032, -1.470139], [2.933676, -0.972137, 2.871969], [1.820819, -1.419464, 4.331470], [3.228954, 0.049673, 3.113348], [2.319231, -0.986420, 1.987737], [3.830040, -1.589681, 2.846849], [1.691523, -2.736623, 4.101171]],
  "atomic_forces_ev_per_a": [[-0.1068, -0.9266, -0.7270], [0.2444, 2.2078, 1.6175], [0.7816, -2.3435, -1.6836], [-0.2545, 0.4367, -1.2016], [-0.7999, 0.9766, 0.6363], [0.0158, -0.4879, 0.5356], [0.1203, 0.1360, 0.8266], [-0.6710, -0.0035, 1.5445], [0.7006, 0.1100, -0.6993], [-0.0181, -0.0546, -0.1928], [0.1838, -0.1136, -0.3906], [-0.2702, -0.0712, -0.1540], [0.0738, 0.1338, -0.1117]],
  "lowdin_charge": [0.0231, 0.0245, -0.4232, 0.0810, 0.1159, 0.0938, 0.0849, -0.4346, 0.5699, 0.0136, 0.0092, 0.0236, -0.1818]
}

Record 5
{
  "formula": "C2H8N2S",
  "method": "ωB97M-V/def2-TZVPD",
  "gap_ev": 9.13,
  "e_tot_ev": -16016.670,
  "smiles": "CN(C)SN",
  "total_charge": 0,
  "elements": ["C", "N", "C", "S", "N", "H", "H", "H", "H", "H", "H", "H", "H"],
  "positions_angstrom": [[-0.846174, 1.339602, -0.580488], [-0.207461, 0.099429, -0.197182], [-0.946339, -0.825253, 0.523848], [1.701333, 0.505363, 0.468263], [2.647786, 0.008342, -0.735317], [-0.056437, 2.062867, -0.835620], [-1.488846, 1.332968, -1.389128], [-1.387184, 1.964377, 0.259230], [-1.129778, -0.553343, 1.572653], [-1.969211, -0.654418, -0.102367], [-0.513049, -1.773317, 0.594243], [2.729559, 0.592785, -1.536431], [2.534313, -0.968672, -0.986499]],
  "atomic_forces_ev_per_a": [[1.4792, 2.5017, 3.4074], [4.5352, 2.1347, -1.0751], [-3.5989, 1.9736, -0.0635], [-3.6071, -0.3993, 0.4567], [0.3143, -1.1323, -0.5356], [-0.1372, -0.3874, -0.2145], [-1.5089, -0.8115, -1.7644], [0.5932, -1.4611, -0.9550], [-0.4062, 0.3040, 0.0854], [1.6932, -1.6256, 1.8363], [0.3866, -1.7168, -0.6838], [-0.0547, 0.4528, -0.5545], [0.3113, 0.1674, 0.0606]],
  "lowdin_charge": [-0.2258, -0.4305, -0.2210, 0.7975, -0.4222, 0.0465, 0.0360, 0.1082, 0.0686, 0.1418, 0.0435, 0.0191, 0.0383]
}

Record 6
{
  "formula": "C2H8N2S2",
  "method": "ωB97M-V/def2-TZVPD",
  "gap_ev": 8.93,
  "e_tot_ev": -26853.790,
  "smiles": "[H]/N=C\\N.CSS",
  "total_charge": 0,
  "elements": ["H", "N", "C", "N", "H", "H", "H", "C", "S", "S", "H", "H", "H", "H"],
  "positions_angstrom": [[2.380297, -1.462570, -0.556001], [3.108917, -0.788582, -0.781091], [2.701147, 0.331865, -1.179758], [1.381919, 0.742475, -1.383804], [3.379422, 1.177533, -1.247961], [0.698896, 0.002996, -1.302629], [1.248070, 1.333020, -2.193639], [-3.128360, -0.421250, 0.960211], [-1.676864, -0.858014, 1.959835], [-0.541969, 0.840417, 1.720856], [-2.912378, 0.144644, 0.067450], [-3.464144, -1.392360, 0.577435], [-3.856860, 0.041809, 1.619429], [0.681907, 0.308017, 1.739666]],
  "atomic_forces_ev_per_a": [[-0.1939, 0.0231, -0.4288], [0.6665, -0.1828, 0.6392], [-1.0361, 0.4455, 0.2536], [0.3411, -0.1965, -0.0778], [0.3858, -0.1626, -0.4593], [-0.0737, 0.0444, -0.1379], [-0.0799, 0.0468, 0.2124], [0.1656, -0.9494, 0.0975], [0.0320, -0.3169, -0.0566], [-0.0375, 0.8474, 0.1378], [0.2958, 0.5048, 0.0218], [-0.3355, 0.1761, 0.3328], [-0.1566, 0.0732, -0.3542], [0.0262, -0.3532, -0.1806]],
  "lowdin_charge": [0.0347, 0.0616, -0.3966, 0.0476, 0.1030, 0.0709, 0.0794, -0.4901, 0.3421, 0.2819, 0.0225, 0.0257, 0.0253, -0.2082]
}